1.
ORCA calculation (ωB97M-V/def2-TZVPD) on CH5N3S as an isolated structure at a distorted geometry.

Geometry as XYZ:
```
10
Properties=species:S:1:pos:R:3
C 0.5386 -0.1419 -0.0212
H -1.7896 -1.0637 0.8943
H -1.1397 -1.6197 -0.4658
H -0.9022 1.3968 -0.4705
H 1.2775 1.9856 -0.2281
H 2.3210 0.6843 0.4713
N -1.8452 -0.5624 -0.0062
N -0.7691 0.3327 -0.0969
N 1.4770 0.8289 -0.0042
S 0.8319 -1.8406 -0.0726
```

Results
Relative energy (zero: lowest compared OMol25 entry of this formula, charge and spin), kJ/mol: 242.58
Molar mass, g mol⁻¹: 91.139
Charge: 0
LUMO energy, eV: 0.38
HOMO, eV: -8.5
HOMO-LUMO gap, eV: 8.903


2.
ORCA calculation (ωB97M-V/def2-TZVPD) on a 2-piece molecular cluster, CH6NO2 overall at a distorted geometry.

Geometry as XYZ:
```
10
Properties=species:S:1:pos:R:3
N -1.3356 -0.8049 0.1558
C -0.9064 0.6308 0.3964
O 0.1397 1.0671 -0.3562
H -1.3736 -1.2860 1.0689
H -0.5428 -1.3167 -0.2508
H -0.5681 0.5890 1.4818
H -1.8206 1.2127 0.4122
H 1.5163 0.5665 -0.8075
H 2.5813 -0.7329 -0.8345
O 2.3097 0.0745 -1.2661
```

Results
Relative energy (zero: lowest compared OMol25 entry of this formula, charge and spin), kJ/mol: 54.10
Molar mass, g mol⁻¹: 64.064
Charge: -1
LUMO energy, eV: 4.57
HOMO, eV: -3.0
HOMO-LUMO gap, eV: 7.530


3.
ORCA calculation (ωB97M-V/def2-TZVPD) on C12H19N5O7RhS4Sb as an isolated structure at a distorted geometry.

Geometry as XYZ:
```
49
Properties=species:S:1:pos:R:3
Rh 0.9981 -1.6962 -2.1600
N 2.9404 -1.4398 -0.7442
C 3.6054 -0.2227 -1.2221
C 3.7211 -0.3183 -2.7480
O 4.7538 0.0408 -3.3062
N 2.6216 -0.8448 -3.3262
C 2.7761 -1.5087 -4.5816
C 2.7775 -3.0943 -4.3382
O 3.3897 -3.7694 -5.1594
O 2.1167 -3.4632 -3.3180
H 2.8912 -1.4888 0.2665
H 3.4409 -2.2638 -1.0632
H 4.6064 -0.0827 -0.8101
H 2.9915 0.6449 -0.9623
H 3.7089 -1.2649 -5.0838
H 1.9105 -1.3456 -5.2303
S -3.0221 -3.8709 -1.7531
Sb -0.8589 -4.2074 -2.5924
S -0.6485 -2.0817 -3.8105
S 0.2744 -3.3857 -0.5980
C -0.7329 0.9041 4.9841
C -0.8019 2.3653 4.5636
S -2.3796 2.7973 3.7663
O -2.5330 4.2236 3.8904
O -3.4061 1.9310 4.2846
C -2.1375 2.4384 2.0186
C -2.3631 0.9645 1.6866
N -1.8469 0.6381 0.3629
C -0.6267 0.1212 0.0993
N -0.4276 -0.0164 -1.2051
C -1.5400 0.4357 -1.8246
C -2.4385 0.8538 -0.8800
N -3.7086 1.4149 -1.1146
O -4.0994 1.4339 -2.2617
O -4.3801 1.7924 -0.1622
C 0.3783 -0.2439 1.1281
H 0.0099 0.7643 5.7685
H -0.4649 0.2525 4.1522
H -1.7022 0.5899 5.3679
H -0.0142 2.6554 3.8685
H -0.7739 3.0388 5.4191
H -1.1248 2.7688 1.7829
H -2.8602 3.0662 1.5018
H -3.4226 0.7403 1.7290
H -1.8594 0.3255 2.4068
H -1.6584 0.4375 -2.8939
H 0.1332 0.1618 2.1069
H 1.3467 0.1416 0.8137
H 0.4397 -1.3333 1.1813
```

Results
Relative energy (zero: lowest compared OMol25 entry of this formula, charge and spin), kJ/mol: 26.28
Multiplicity: 6
Molar mass, g mol⁻¹: 698.246
Charge: -1
LUMO energy (alpha / beta), eV: 1.16 / 0.10
HOMO (alpha / beta), eV: -4.4 / -4.7
HOMO-LUMO gap (alpha / beta), eV: 5.542 / 4.849


4.
ORCA calculation (ωB97M-V/def2-TZVPD) on C6H8O3 as an isolated structure.

Geometry as XYZ:
```
17
Properties=species:S:1:pos:R:3
C 0.8239 -0.7543 1.7001
C -0.8435 0.5892 -0.2845
C 0.8498 -0.2398 0.2989
C -0.1531 -0.6552 -0.6592
C -0.4830 1.8295 -0.8590
C -0.4474 -1.7080 -1.3978
O -2.0008 0.4433 0.4667
O 0.5901 2.0532 -1.4701
O 1.9303 0.4360 -0.0670
H -2.1167 1.2150 1.0341
H 1.6615 1.0911 -0.8463
H -1.1485 2.6778 -0.6207
H 1.3249 -1.7259 1.7394
H -0.2021 -0.8938 2.0385
H 1.3462 -0.0691 2.3676
H 0.2317 -2.5481 -1.4673
H -1.3632 -1.7408 -1.9735
```

Results
Relative energy (zero: lowest compared OMol25 entry of this formula, charge and spin), kJ/mol: 262.67
Molar mass, g mol⁻¹: 128.127
Charge: 0
LUMO energy, eV: 0.55
HOMO, eV: -8.1
HOMO-LUMO gap, eV: 8.653


5.
ORCA calculation (ωB97M-V/def2-TZVPD) on a 4-piece molecular cluster, C24H42Br2I2O5 overall.

Geometry as XYZ:
```
75
Properties=species:S:1:pos:R:3
C 2.0659 3.1325 1.0596
C 2.7940 1.7737 1.1008
C 2.3123 0.7001 0.0939
C 3.4797 -0.3259 -0.1051
Br 4.8583 0.4848 -1.2445
C 4.2334 -0.8192 1.1545
C 3.4327 -1.3253 2.3479
Br 5.3920 -2.3220 0.6189
C 2.0155 1.3712 -1.2600
C 0.5316 1.5470 -1.3180
O -0.1293 2.3267 -1.9486
O -0.0448 0.5866 -0.5519
C 0.8782 0.0677 0.4380
I 0.7033 -2.0580 0.0266
C 0.2825 0.4728 1.8013
C -0.8905 -0.3583 2.3308
C -2.1132 -0.2306 1.4339
I -3.7413 -1.4132 2.1669
H 2.0499 3.5699 2.0620
H 2.5949 3.8378 0.4185
H 1.0278 3.0619 0.7329
H 3.8524 1.9554 0.8968
H 2.7516 1.3877 2.1193
H 3.1436 -1.1828 -0.6815
H 4.9438 -0.0559 1.4660
H 2.6069 -0.6679 2.6068
H 3.0315 -2.3203 2.1660
H 4.0923 -1.3897 3.2171
H 2.5099 2.3251 -1.4116
H 2.2383 0.6899 -2.0903
H -0.1022 1.4866 1.6456
H 1.0532 0.4968 2.5660
H -1.1518 0.0353 3.3206
H -0.6101 -1.4044 2.4839
H -2.4752 0.7952 1.4635
H -1.9385 -0.5536 0.4134
C -3.5430 -0.6966 -3.0676
C -4.8218 -0.6496 -2.2321
C -5.0410 -2.1243 -1.9200
O -3.7410 -2.7144 -1.8555
C -2.7671 -1.8058 -2.3701
H -2.9972 0.2456 -3.0902
H -3.7745 -0.9842 -4.0956
H -4.6485 -0.0921 -1.3087
H -5.6675 -0.1995 -2.7497
H -5.6099 -2.6251 -2.7112
H -5.5494 -2.2845 -0.9685
H -2.1708 -1.4099 -1.5398
H -2.0989 -2.3494 -3.0409
C -1.7109 4.3097 4.6406
C -2.8706 3.3222 4.7654
C -3.0435 2.8714 3.3219
O -1.7387 2.9207 2.7312
C -0.8431 3.6298 3.5902
H -1.1788 4.4814 5.5748
H -2.0709 5.2712 4.2696
H -2.5819 2.4782 5.3956
H -3.7778 3.7601 5.1775
H -3.7093 3.5427 2.7707
H -3.4297 1.8550 3.2366
H -0.1506 2.9151 4.0530
H -0.2636 4.3318 2.9894
C 0.9988 -3.6633 -4.6624
C 2.1179 -4.3821 -3.9074
C 3.1637 -3.2810 -3.7788
O 2.4376 -2.0530 -3.6975
C 1.0690 -2.2727 -4.0472
H 0.0215 -4.1277 -4.5396
H 1.2264 -3.6204 -5.7295
H 1.7676 -4.6875 -2.9187
H 2.4976 -5.2637 -4.4214
H 3.8183 -3.2505 -4.6564
H 3.7852 -3.3801 -2.8877
H 0.4686 -2.2146 -3.1344
H 0.7491 -1.4805 -4.7255
```

Results
Molar mass, g mol⁻¹: 824.211
SMILES: CC[C@]1([C@@H](Br)[C@@H](C)Br)CC(=O)O[C@]1(I)CCCI.C1CCOC1.C1CCOC1.C1CCOC1
Charge: 0
LUMO energy, eV: 0.20
HOMO, eV: -9.2
HOMO-LUMO gap, eV: 9.380


no.,electronic energy (Ha)
1,-603.4535
2,-246.9286
3,-3212.6488
4,-459.0501
5,-7059.2731